# 1
{
  "formula": "C35H41AsN5P2PdSSe2Te",
  "method": "ωB97M-V with the def2-TZVPD basis set",
  "multiplicity": 3,
  "homo_lumo_gap_ev": [5.44, 5.68],
  "e_lumo_ev": [2.28, 2.03],
  "charge": -1,
  "relative_energy_kj_mol": 41.62,
  "symbols": ["Pd", "Se", "P", "C", "C", "C", "C", "C", "C", "C", "C", "C", "C", "C", "C", "C", "C", "N", "N", "N", "P", "Se", "C", "C", "C", "C", "C", "C", "C", "C", "C", "C", "C", "C", "H", "H", "H", "H", "H", "H", "H", "H", "H", "H", "H", "H", "H", "H", "H", "H", "H", "H", "H", "H", "Te", "S", "C", "N", "C", "C", "N", "H", "H", "H", "H", "H", "H", "C", "C", "As", "C", "C", "C", "C", "H", "H", "H", "H", "H", "H", "H", "H", "H", "H", "H", "H", "H", "H", "H"],
  "xyz": [[1.108, -2.888, -0.970], [-0.224, 3.797, -0.220], [-0.800, 2.441, 1.290], [-2.582, 2.406, 1.643], [-3.342, 3.560, 1.479], [-4.694, 3.546, 1.785], [-5.290, 2.380, 2.253], [-4.533, 1.230, 2.421], [-3.179, 1.242, 2.119], [-0.048, 2.879, 2.887], [-0.796, 3.028, 4.046], [-0.176, 3.405, 5.232], [1.190, 3.627, 5.261], [1.941, 3.479, 4.101], [1.326, 3.113, 2.918], [-0.316, 0.736, 1.032], [-0.546, -0.266, 0.070], [0.262, -1.286, 0.430], [0.918, -0.959, 1.526], [0.590, 0.254, 1.909], [-1.703, -0.626, -1.289], [-1.072, -2.248, -2.494], [-2.066, 0.867, -2.258], [-2.775, 1.935, -1.719], [-3.096, 3.032, -2.502], [-2.695, 3.076, -3.828], [-1.984, 2.015, -4.372], [-1.680, 0.908, -3.595], [-3.238, -1.058, -0.411], [-4.496, -0.589, -0.771], [-5.627, -1.057, -0.112], [-5.505, -1.995, 0.901], [-4.249, -2.477, 1.252], [-3.119, -2.018, 0.596], [-2.866, 4.452, 1.089], [-5.287, 4.443, 1.652], [-6.349, 2.369, 2.480], [-4.994, 0.315, 2.771], [-2.587, 0.343, 2.248], [-1.864, 2.849, 4.036], [-0.768, 3.521, 6.132], [1.673, 3.917, 6.186], [3.011, 3.648, 4.120], [1.904, 3.009, 2.008], [-3.104, 1.907, -0.690], [-3.641, 3.859, -2.063], [-2.935, 3.938, -4.439], [-1.669, 2.043, -5.408], [-1.146, 0.064, -4.015], [-4.603, 0.130, -1.571], [-6.604, -0.686, -0.397], [-6.388, -2.359, 1.413], [-4.148, -3.226, 2.028], [-2.141, -2.414, 0.854], [1.524, -4.601, -3.062], [0.006, -4.646, 0.761], [1.677, -4.589, 0.905], [2.387, -3.754, 1.692], [3.810, -4.034, 1.632], [3.872, -4.947, 0.403], [2.536, -5.534, 0.401], [1.952, -2.961, 2.140], [4.152, -4.535, 2.543], [4.399, -3.127, 1.485], [4.654, -5.702, 0.456], [4.002, -4.340, -0.499], [2.222, -5.936, -0.478], [5.657, -1.948, -1.649], [4.546, -1.505, -2.593], [2.822, -1.189, -1.688], [2.023, 0.015, -3.016], [1.824, -0.656, -4.370], [3.386, 0.140, -0.345], [4.104, 1.384, -0.854], [6.619, -1.990, -2.165], [5.458, -2.942, -1.246], [5.769, -1.264, -0.805], [4.352, -2.271, -3.345], [4.826, -0.590, -3.122], [2.660, 0.896, -3.109], [1.069, 0.344, -2.598], [2.768, -1.025, -4.776], [1.411, 0.052, -5.094], [1.148, -1.507, -4.289], [4.009, -0.406, 0.367], [2.486, 0.411, 0.205], [4.954, 1.137, -1.496], [4.487, 1.976, -0.018], [3.431, 2.030, -1.419]],
  "atomic_forces_ev_per_a": [[-0.1, -0.1, -0.6], [0.0, 0.0, 0.0], [0.0, 0.0, 0.0], [0.0, 0.0, 0.0], [0.0, 0.0, 0.0], [0.0, 0.0, 0.0], [0.0, 0.0, 0.0], [0.0, 0.0, 0.0], [0.0, 0.0, 0.0], [0.0, 0.0, 0.0], [0.0, 0.0, 0.0], [0.0, 0.0, 0.0], [0.0, 0.0, 0.0], [0.0, 0.0, 0.0], [0.0, 0.0, 0.0], [-0.1, -0.1, 0.0], [0.2, 0.1, 0.0], [0.0, 0.0, 0.0], [0.0, 0.0, 0.0], [0.0, 0.0, 0.0], [0.0, 0.0, 0.1], [-0.3, 0.2, 0.0], [-0.1, 0.0, 0.0], [-0.1, 0.0, 0.0], [0.0, 0.0, 0.0], [0.0, 0.0, 0.0], [0.0, 0.0, 0.0], [0.1, 0.0, 0.0], [0.0, 0.0, 0.0], [0.0, -0.1, 0.0], [0.0, 0.0, 0.0], [0.0, 0.0, 0.0], [0.0, 0.0, 0.0], [0.0, 0.1, 0.1], [0.0, 0.0, 0.0], [0.0, 0.0, 0.0], [0.0, 0.0, 0.0], [0.0, 0.0, 0.0], [0.0, 0.0, 0.0], [0.0, 0.0, 0.0], [0.0, 0.0, 0.0], [0.0, 0.0, 0.0], [0.0, 0.0, 0.0], [0.0, 0.0, 0.0], [0.0, 0.0, 0.0], [0.0, 0.0, 0.0], [0.0, 0.0, 0.0], [0.0, 0.0, 0.0], [0.0, 0.0, 0.0], [0.0, 0.0, 0.0], [0.0, 0.0, 0.0], [0.0, 0.0, 0.0], [0.0, 0.0, 0.0], [0.0, 0.0, 0.0], [0.3, -0.1, 0.3], [0.0, 0.1, -0.2], [0.0, -0.3, 0.5], [0.0, -0.2, 0.2], [0.0, 0.1, -0.1], [0.0, 0.0, 0.0], [0.1, 0.0, -0.1], [0.0, 0.1, -0.2], [0.0, 0.0, 0.0], [0.0, 0.0, 0.0], [0.0, 0.0, 0.1], [0.0, 0.0, -0.1], [0.0, 0.1, 0.0], [0.0, 0.0, 0.0], [-0.1, 0.0, 0.0], [0.0, 0.0, 0.1], [0.0, 0.0, 0.0], [0.0, 0.0, 0.0], [0.0, 0.0, 0.0], [0.0, 0.0, 0.0], [0.0, 0.0, 0.0], [0.0, 0.0, 0.0], [0.0, 0.0, 0.0], [0.0, 0.0, 0.0], [0.0, 0.0, 0.0], [0.0, 0.0, 0.0], [0.0, 0.0, 0.0], [0.0, 0.0, 0.0], [0.0, 0.0, 0.0], [0.0, 0.0, 0.0], [0.0, 0.0, 0.0], [0.0, 0.0, 0.0], [0.0, 0.0, 0.0], [0.0, 0.0, 0.0], [0.0, 0.0, 0.0]]
}

=====

# 2
{
  "formula": "H9O4",
  "method": "ωB97M-V with the def2-TZVPD basis set",
  "homo_lumo_gap_ev": 12.81,
  "e_lumo_ev": -3.22,
  "charge": 1,
  "relative_energy_kj_mol": 79.14,
  "symbols": ["O", "H", "H", "O", "H", "H", "O", "H", "H", "O", "H", "H", "H"],
  "xyz": [[-0.818, 0.780, 2.321], [-0.153, 1.469, 2.514], [-1.432, 0.838, 3.085], [-1.630, -1.205, -1.767], [-1.687, -0.928, -2.675], [-2.437, -1.788, -1.596], [2.408, 0.359, -0.345], [2.971, 0.208, 0.450], [3.122, 0.510, -0.996], [-0.111, 0.040, -0.308], [-0.692, -0.664, -0.747], [0.922, 0.295, -0.593], [-0.462, 0.086, 0.657]],
  "atomic_forces_ev_per_a": [[0.2, 0.5, 0.6], [-0.4, -0.4, -0.1], [0.4, -0.3, -0.8], [-2.0, -1.9, 0.9], [0.0, 0.3, -0.6], [1.7, 1.1, -0.4], [1.8, 0.1, 0.0], [-1.2, 0.0, -0.3], [-0.8, 0.0, -0.2], [0.4, 0.4, 1.4], [0.4, 0.4, -1.0], [-1.7, -1.1, 1.6], [1.2, 0.7, -1.0]]
}

=====

# 3
{
  "formula": "C14H11Br2N2O5Pd",
  "method": "ωB97M-V with the def2-TZVPD basis set",
  "homo_lumo_gap_ev": 8.19,
  "e_lumo_ev": -4.18,
  "charge": 1,
  "symbols": ["Pd", "O", "C", "O", "C", "O", "C", "C", "O", "O", "H", "H", "H", "H", "H", "Br", "C", "C", "C", "N", "C", "C", "C", "C", "C", "Br", "C", "C", "N", "H", "H", "H", "H", "H", "H"],
  "xyz": [[0.435, -0.307, -0.454], [1.196, -3.803, -2.669], [0.556, -2.726, -2.234], [0.510, -2.458, -1.045], [-0.109, -2.017, -3.394], [-0.641, -0.764, -3.075], [0.092, 0.390, -3.526], [1.013, 0.770, -2.390], [0.785, 1.779, -1.730], [1.844, -0.163, -1.937], [1.574, -4.252, -1.893], [-0.934, -2.666, -3.701], [0.605, -1.979, -4.218], [-0.637, 1.174, -3.695], [0.635, 0.172, -4.448], [-4.637, -0.129, 3.563], [-3.181, -0.173, 2.408], [-3.261, -0.891, 1.223], [-2.158, -0.908, 0.398], [-1.037, -0.251, 0.713], [-0.955, 0.461, 1.856], [-2.017, 0.510, 2.733], [0.345, 1.140, 2.056], [0.592, 2.097, 3.017], [1.872, 2.637, 3.071], [2.273, 3.932, 4.349], [2.842, 2.224, 2.174], [2.498, 1.273, 1.228], [1.281, 0.738, 1.186], [-4.154, -1.431, 0.946], [-2.149, -1.448, -0.539], [-1.944, 1.062, 3.658], [-0.175, 2.438, 3.697], [3.840, 2.636, 2.191], [3.200, 0.933, 0.479]],
  "atomic_forces_ev_per_a": [[1.8, -0.8, -0.5], [-0.2, 0.2, 0.3], [0.4, -0.4, -0.2], [-0.6, 0.2, -0.3], [0.0, 0.1, 0.0], [-0.1, 0.1, 0.1], [0.2, -0.4, -0.3], [0.5, -0.1, 0.7], [0.0, 0.8, -0.5], [-0.6, 0.4, -0.3], [0.1, -0.1, -0.1], [0.0, 0.0, 0.0], [0.0, 0.0, 0.0], [0.0, 0.1, 0.0], [0.0, 0.0, 0.0], [-0.2, 0.0, 0.2], [0.1, 0.0, -0.1], [0.0, 0.0, -0.1], [-0.1, 0.1, 0.2], [-1.4, -0.4, 1.2], [0.0, 0.1, 0.0], [-0.1, 0.0, 0.0], [-0.2, -0.3, 0.0], [0.1, 0.0, 0.0], [0.0, 0.0, -0.1], [0.0, 0.1, 0.1], [0.0, -0.1, 0.0], [-0.1, 0.0, 0.0], [0.2, 0.5, -0.4], [0.0, 0.0, 0.0], [0.0, 0.0, 0.0], [0.0, 0.0, 0.0], [0.0, 0.0, 0.0], [0.0, 0.0, 0.0], [0.0, 0.0, 0.0]]
}

=====

# 4
{
  "formula": "C25H37N5P2Pb",
  "method": "ωB97M-V with the def2-TZVPD basis set",
  "homo_lumo_gap_ev": 4.80,
  "e_lumo_ev": -8.72,
  "charge": 2,
  "symbols": ["C", "C", "C", "C", "C", "C", "C", "C", "C", "C", "C", "C", "C", "H", "H", "H", "H", "H", "H", "H", "N", "Pb", "C", "H", "H", "C", "H", "H", "P", "P", "C", "H", "H", "H", "C", "H", "H", "H", "C", "H", "H", "H", "C", "H", "H", "H", "H", "H", "C", "N", "C", "N", "C", "N", "C", "N", "C", "C", "H", "H", "H", "H", "H", "H", "H", "H", "H", "H", "H", "H"],
  "xyz": [[-4.134, -2.599, -1.263], [-3.065, -1.858, -1.764], [-3.220, -0.426, -1.840], [-4.105, 0.166, -0.905], [-5.156, -0.586, -0.388], [-5.209, -1.958, -0.631], [-3.699, 1.495, -0.361], [-3.149, 2.323, -1.471], [-2.314, 1.660, -2.403], [-1.214, 2.407, -2.952], [-1.310, 3.796, -2.973], [-2.360, 4.445, -2.304], [-3.233, 3.714, -1.504], [-4.103, -3.688, -1.331], [-5.915, -0.071, 0.209], [-6.065, -2.541, -0.287], [-4.524, 1.998, 0.161], [-0.545, 4.378, -3.493], [-2.467, 5.526, -2.378], [-3.990, 4.198, -0.880], [-2.412, 0.322, -2.645], [-0.540, 0.468, 1.186], [-1.697, -2.417, -2.037], [-1.239, -1.890, -2.886], [-1.718, -3.502, -2.210], [0.027, 1.637, -3.290], [-0.240, 0.711, -3.819], [0.748, 2.237, -3.861], [-0.514, -2.088, -0.597], [0.890, 1.036, -1.726], [1.806, 2.590, -1.372], [2.592, 2.405, -0.624], [2.260, 2.965, -2.300], [1.107, 3.337, -0.979], [2.249, 0.140, -2.575], [2.812, 0.839, -3.209], [2.929, -0.301, -1.832], [1.837, -0.663, -3.200], [-1.198, -3.326, 0.574], [-1.396, -4.268, 0.042], [-0.481, -3.513, 1.387], [-2.138, -2.953, 1.002], [0.919, -3.069, -1.204], [1.709, -3.087, -0.439], [0.600, -4.103, -1.407], [1.326, -2.628, -2.124], [-2.831, 1.320, 0.422], [-0.536, 2.159, 0.362], [1.474, -1.313, 3.055], [1.664, -0.101, 2.171], [2.929, -0.327, 1.386], [4.085, -0.520, 2.270], [3.839, -1.680, 3.155], [2.611, -1.506, 3.965], [2.776, -0.286, 4.789], [3.034, 0.917, 3.962], [1.891, 1.109, 3.052], [4.243, 0.664, 3.143], [1.382, -2.193, 2.402], [0.557, -1.173, 3.648], [3.101, 0.551, 0.747], [2.790, -1.228, 0.772], [4.694, -1.771, 3.841], [3.741, -2.584, 2.541], [1.857, -0.126, 5.369], [3.632, -0.435, 5.459], [2.094, 1.970, 2.398], [0.986, 1.279, 3.653], [5.085, 0.473, 3.825], [4.445, 1.543, 2.519]],
  "atomic_forces_ev_per_a": [[0.5, -0.1, 0.1], [-0.1, 0.0, -0.6], [0.8, 0.0, 0.0], [-0.7, -0.7, 1.1], [0.4, 0.9, 0.1], [-0.1, -0.2, -0.5], [-0.6, 0.2, -0.3], [0.3, 1.6, 0.7], [0.3, -1.1, -0.1], [0.1, 0.0, -0.6], [0.3, -0.2, 0.1], [0.2, -0.1, -0.6], [-0.5, -0.9, 0.6], [0.0, 0.3, 0.2], [0.3, -0.4, 0.0], [0.3, 0.1, -0.1], [0.3, -0.1, 0.0], [-0.2, -0.2, 0.3], [0.1, -0.2, 0.1], [0.4, 0.0, -0.2], [0.6, 0.6, 2.1], [-0.2, -0.3, -0.1], [-0.2, 0.2, -0.3], [-0.2, -0.2, 0.0], [0.0, 0.3, 0.0], [-0.6, 0.0, -0.2], [0.1, 0.3, -0.1], [-0.2, -0.2, 0.0], [-0.5, -1.2, -0.1], [0.8, 0.5, -0.7], [-0.1, 0.0, 0.2], [-0.2, 0.2, -0.2], [0.0, -0.1, 0.3], [0.2, -0.1, 0.0], [0.1, -0.2, -0.1], [-0.1, -0.3, 0.1], [-0.1, 0.1, -0.2], [0.2, 0.1, 0.1], [-0.1, 0.1, 0.2], [0.1, 0.2, 0.2], [-0.3, 0.0, -0.2], [0.2, -0.2, 0.0], [0.1, 0.2, -0.2], [-0.2, 0.0, -0.2], [0.1, 0.3, 0.1], [0.0, -0.2, 0.3], [-1.6, 0.3, -1.5], [0.2, 0.0, 0.3], [0.5, 0.1, 0.4], [0.3, 0.3, 0.0], [0.4, 0.0, 0.4], [-0.7, 0.1, 0.2], [-0.2, 0.1, -0.1], [-0.1, 0.6, -0.7], [0.0, 0.0, -0.2], [-0.5, -0.5, -0.7], [0.9, -0.3, 0.5], [-0.2, -0.1, 0.0], [-0.1, 0.2, 0.2], [0.2, -0.1, -0.2], [0.0, -0.3, 0.1], [0.0, 0.3, 0.1], [-0.3, -0.1, -0.3], [0.1, 0.1, 0.2], [0.3, 0.0, 0.0], [-0.3, 0.1, -0.1], [-0.1, -0.2, 0.2], [0.1, 0.0, -0.1], [-0.2, 0.2, -0.3], [0.0, -0.1, 0.2]]
}

=====

Copy entry 2 word for word.
{
  "formula": "H9O4",
  "method": "ωB97M-V with the def2-TZVPD basis set",
  "homo_lumo_gap_ev": 12.81,
  "e_lumo_ev": -3.22,
  "charge": 1,
  "relative_energy_kj_mol": 79.14,
  "symbols": ["O", "H", "H", "O", "H", "H", "O", "H", "H", "O", "H", "H", "H"],
  "xyz": [[-0.818, 0.780, 2.321], [-0.153, 1.469, 2.514], [-1.432, 0.838, 3.085], [-1.630, -1.205, -1.767], [-1.687, -0.928, -2.675], [-2.437, -1.788, -1.596], [2.408, 0.359, -0.345], [2.971, 0.208, 0.450], [3.122, 0.510, -0.996], [-0.111, 0.040, -0.308], [-0.692, -0.664, -0.747], [0.922, 0.295, -0.593], [-0.462, 0.086, 0.657]],
  "atomic_forces_ev_per_a": [[0.2, 0.5, 0.6], [-0.4, -0.4, -0.1], [0.4, -0.3, -0.8], [-2.0, -1.9, 0.9], [0.0, 0.3, -0.6], [1.7, 1.1, -0.4], [1.8, 0.1, 0.0], [-1.2, 0.0, -0.3], [-0.8, 0.0, -0.2], [0.4, 0.4, 1.4], [0.4, 0.4, -1.0], [-1.7, -1.1, 1.6], [1.2, 0.7, -1.0]]
}